Density functional theory data (wB97M-V/def2-TZVPD) for C27H55Cl2NP2Zr as an isolated structure.

## Properties
Net charge = 0
Lowest unoccupied orbital energy = 0.04 eV
Spin multiplicity = 1
Electronic energy = -75286.12867 eV
F_max = 1.55 eV/A
Orbital gap = 7.6 eV
ΔE to the lowest compared entry with this formula, charge and spin = 0.0 kJ/mol

Each line ends with the Löwdin charge.
Element x y z (Å)
Zr -0.011 -0.190 -0.469  0.84
Cl -0.403 -1.695 -2.511  0.02
P 0.385 1.601 -2.451  0.96
C -1.079 1.566 -3.613  -0.53
C 0.468 3.350 -1.786  -0.52
C 1.835 1.314 -3.561  -0.54
C -2.326 0.990 -2.936  -0.17
H -0.756 0.861 -4.404  0.11
C -1.425 2.920 -4.232  -0.12
H -1.930 3.562 -3.503  0.08
H -2.123 2.749 -5.061  0.09
H -0.561 3.449 -4.640  0.05
H -2.260 -0.097 -2.804  -0.01
H -3.210 1.200 -3.549  0.09
H -2.515 1.447 -1.958  0.04
H 1.566 0.332 -3.999  0.10
C 3.181 1.135 -2.835  -0.12
C 1.898 2.379 -4.659  -0.12
H 1.081 2.246 -5.379  0.07
H 2.846 2.274 -5.199  0.08
H 1.860 3.396 -4.243  0.07
H 3.053 0.844 -1.785  0.02
H 3.801 2.039 -2.882  0.07
H 3.740 0.326 -3.325  0.08
C -0.658 3.511 -0.764  -0.12
H 0.303 4.047 -2.630  0.10
C 1.812 3.623 -1.115  -0.13
H -1.661 3.476 -1.199  0.07
H -0.535 4.434 -0.188  0.09
H -0.617 2.705 -0.021  0.01
H 2.082 2.787 -0.458  -0.02
H 1.732 4.510 -0.478  0.08
H 2.627 3.795 -1.824  0.07
Cl 1.865 0.814 0.814  0.12
H 1.487 -0.808 -1.153  -0.16
P 0.500 -2.759 0.399  0.95
C 1.366 -4.064 -0.592  -0.54
C 1.230 -2.812 2.114  -0.52
C -1.256 -3.386 0.456  -0.55
C 2.550 -3.504 -1.389  -0.14
H 0.588 -4.366 -1.321  0.10
C 1.771 -5.279 0.247  -0.12
H 2.677 -5.078 0.832  0.08
H 1.986 -6.112 -0.434  0.09
H 0.977 -5.608 0.923  0.05
H 2.207 -2.915 -2.245  0.04
H 3.159 -4.332 -1.774  0.08
H 3.195 -2.858 -0.783  0.06
H -1.496 -3.428 -0.626  0.07
C -2.185 -2.373 1.122  -0.14
C -1.445 -4.778 1.069  -0.11
H -1.050 -5.575 0.433  0.07
H -2.523 -4.948 1.175  0.08
H -1.001 -4.841 2.069  0.08
H -1.709 -1.430 1.436  0.02
H -2.614 -2.790 2.042  0.09
H -3.015 -2.105 0.453  0.08
C 2.681 -2.317 2.035  -0.13
H 1.200 -3.874 2.427  0.10
C 0.420 -1.955 3.093  -0.12
H 3.367 -3.070 1.633  0.06
H 3.040 -2.044 3.033  0.08
H 2.744 -1.409 1.423  -0.01
H 0.343 -0.900 2.789  0.04
H 0.923 -1.939 4.066  0.08
H -0.587 -2.352 3.252  0.07
C -0.746 1.018 4.737  -0.10
N 0.050 1.435 3.589  -0.28
C 1.315 2.019 4.008  -0.12
C -0.634 2.309 2.638  -0.22
C -1.855 1.703 2.006  -0.27
C -3.110 2.035 2.589  -0.05
C -4.285 1.617 1.963  -0.10
C -4.246 0.864 0.792  -0.09
C -3.003 0.495 0.263  -0.22
C -1.790 0.886 0.864  -0.24
H -0.129 0.362 5.355  0.08
H -1.641 0.464 4.437  0.08
H -1.060 1.872 5.363  0.08
H 1.924 2.217 3.123  0.04
H 1.150 2.966 4.549  0.08
H 1.834 1.320 4.665  0.08
H -0.893 3.284 3.122  0.13
H 0.104 2.523 1.855  0.06
H -3.150 2.645 3.494  0.11
H -5.258 1.885 2.379  0.10
H -5.153 0.526 0.284  0.10
H -3.019 -0.134 -0.632  0.07